C62H70AsCl2MnN4O6PS | ωB97M-V/def2-TZVPD

Values from the calculation:
- spin multiplicity = 6
- ΔE to the lowest compared entry with this formula, charge and spin (kJ/mol) = 24.92
- HOMO-LUMO gap (spin up / spin down) (eV) = 4.884 / 4.935
- largest force on an atom (eV Å⁻¹) = 0.88
- E_LUMO (spin up / spin down) (eV) = 3.65 / 3.65
- charge = -2

Each line ends with the Mulliken spin population.
CARTESIAN COORDINATES (ANGSTROEM)
Mn  0.696444  -0.298024  0.836285  4.551
Cl  1.444851  4.502471  -0.779084  0.000
C  2.718801  3.385797  -0.402081  0.014
C  4.036118  3.857023  -0.472435  -0.002
C  5.088935  3.051568  -0.154038  0.005
Cl  6.721343  3.677569  -0.281690  0.001
C  4.872638  1.722080  0.273500  -0.005
C  5.889268  0.807956  0.623089  0.002
C  5.551732  -0.460881  0.997144  -0.001
C  4.193475  -0.824584  1.051950  0.031
N  3.229647  0.011864  0.764040  0.027
C  3.538637  1.260778  0.355154  0.043
C  2.399102  2.082235  -0.008035  -0.026
O  1.216065  1.591521  0.028737  -0.124
H  4.210067  4.878329  -0.783629  0.000
H  6.923456  1.123852  0.583645  0.000
H  6.310110  -1.188172  1.255463  -0.001
H  3.896120  -1.828581  1.325367  -0.007
C  -0.697251  -2.451995  4.974682  0.009
C  -0.192110  -1.423497  5.983812  -0.001
C  1.151342  -1.799204  6.628700  0.000
C  -0.285215  0.035397  5.524830  -0.002
C  -0.763149  0.860074  6.547440  -0.001
C  -1.041147  2.198571  6.384936  0.004
C  -0.823059  2.736570  5.128296  0.000
C  -0.327859  1.983557  4.078180  -0.034
C  0.046386  2.748641  2.832784  -0.046
C  -0.888621  3.912195  2.500936  0.002
C  1.478740  3.263136  3.016991  -0.005
C  -0.014287  0.590687  4.220610  0.114
N  0.463662  -0.126985  3.134338  -0.027
C  1.425702  -1.093912  3.415584  0.057
C  1.829700  -2.109763  2.618828  0.016
N  1.440919  -2.364496  1.294842  0.009
C  1.961638  -3.512171  0.752407  0.097
C  2.322260  -3.628521  -0.635235  -0.029
C  3.243058  -4.588527  -1.022841  -0.004
C  3.752360  -5.546762  -0.152574  0.006
C  3.147002  -5.632162  1.086682  -0.004
C  2.204644  -4.703417  1.523222  0.005
C  1.297949  -5.196472  2.651444  0.002
C  1.754070  -4.946903  4.087304  -0.001
C  -0.153000  -4.779835  2.419321  0.003
C  1.697962  -2.824575  -1.764172  -0.024
C  0.172097  -2.826559  -1.654569  0.040
C  2.300425  -1.437007  -1.982580  -0.007
H  -0.541257  -3.465865  5.355340  0.000
H  -0.193162  -2.363544  4.014354  0.008
H  -1.769503  -2.314502  4.820474  0.001
H  -0.903186  -1.475118  6.813674  -0.001
H  1.906418  -2.062819  5.900082  -0.001
H  1.020193  -2.654630  7.299328  0.000
H  1.530087  -0.960350  7.216478  0.000
H  -0.943597  0.406718  7.518512  0.001
H  -1.414735  2.800055  7.204604  0.001
H  -1.018799  3.789609  4.962390  0.000
H  0.054750  2.065159  1.990325  0.077
H  -0.681885  4.784495  3.127758  0.000
H  -1.938110  3.647269  2.644900  0.000
H  -0.749806  4.220411  1.465734  -0.001
H  1.548931  3.820204  3.955584  0.001
H  1.769731  3.924210  2.201823  0.000
H  2.184213  2.429692  3.061677  0.003
H  1.993975  -0.969556  4.334792  0.015
H  2.666503  -2.695952  3.000203  0.001
H  3.551628  -4.597045  -2.064614  0.000
H  4.493969  -6.267742  -0.473628  0.001
H  3.349553  -6.491019  1.722731  0.000
H  1.315958  -6.285812  2.532273  0.000
H  1.542514  -3.930813  4.392392  -0.001
H  2.827575  -5.125240  4.184690  0.000
H  1.231934  -5.624712  4.771144  0.000
H  -0.243618  -3.696682  2.338076  0.006
H  -0.792499  -5.135718  3.233466  0.000
H  -0.515623  -5.209685  1.481630  0.001
H  1.937955  -3.390490  -2.671544  -0.001
H  -0.186296  -2.251992  -0.802220  0.043
H  -0.181512  -3.854294  -1.526555  0.002
H  -0.283788  -2.407356  -2.550564  0.004
H  1.997855  -0.724935  -1.222096  0.063
H  1.986613  -1.034764  -2.945840  -0.003
H  3.392248  -1.490714  -1.963076  -0.001
C  -3.191955  -3.071917  1.975284  0.003
As  -2.903598  -1.245347  1.426572  -0.002
C  -4.312545  -0.980855  0.141960  0.002
C  -3.304695  -0.165948  2.969589  0.000
O  -1.373620  -1.113550  0.839098  -0.023
H  -4.255762  -3.262680  2.119974  -0.001
H  -2.645275  -3.264059  2.894265  0.000
H  -2.796161  -3.716095  1.191096  0.001
H  -5.271492  -1.153097  0.631621  0.000
H  -4.169592  -1.706777  -0.658728  0.000
H  -4.247741  0.027377  -0.257249  0.000
H  -3.916744  -0.746749  3.658061  0.000
H  -3.838198  0.738818  2.683054  0.001
H  -2.360931  0.100028  3.443564  -0.001
O  -0.389647  0.205724  -2.093274  -0.009
P  -0.643108  0.592511  -3.506340  0.024
C  0.235629  2.099264  -3.970664  0.002
C  1.538906  2.182553  -3.475514  0.006
C  2.360939  3.234515  -3.847114  -0.001
C  1.873996  4.224484  -4.690110  0.000
C  0.564834  4.169086  -5.147066  0.000
C  -0.256234  3.105315  -4.798322  -0.002
C  -0.069148  -0.640010  -4.744050  0.001
C  1.177714  -0.563447  -5.359312  0.000
C  1.601275  -1.558175  -6.229904  0.000
C  0.780709  -2.642430  -6.502056  0.000
C  -0.468913  -2.725468  -5.903450  0.000
C  -0.889350  -1.730507  -5.035090  0.000
C  -2.398229  0.686720  -3.912793  -0.001
C  -3.290691  0.257033  -2.938052  0.001
C  -4.648430  0.208643  -3.222019  0.000
C  -5.116064  0.613424  -4.462769  0.000
C  -4.226156  1.042473  -5.437396  0.000
C  -2.867962  1.057350  -5.171130  0.000
H  1.889656  1.431795  -2.775926  0.003
H  3.366176  3.296256  -3.448312  0.000
H  2.505053  5.062139  -4.961932  0.000
H  0.157096  4.967745  -5.753475  0.000
H  -1.290556  3.128009  -5.117644  0.000
H  1.826312  0.281273  -5.165088  0.000
H  2.577314  -1.483469  -6.693012  0.000
H  1.111797  -3.419137  -7.180564  0.000
H  -1.117048  -3.567783  -6.111088  0.000
H  -1.865879  -1.804258  -4.571456  0.000
H  -2.899875  -0.026516  -1.967810  0.000
H  -5.348807  -0.116344  -2.462182  0.000
H  -6.179718  0.617112  -4.666358  0.000
H  -4.588901  1.388024  -6.395792  0.000
H  -2.177833  1.356309  -5.949094  0.000
N  -2.548601  1.740592  0.226346  0.000
C  -2.848615  2.769023  -0.700410  0.013
C  -4.167841  3.091443  -0.997772  0.000
C  -4.460235  3.960068  -2.044366  0.000
C  -3.437076  4.534568  -2.780780  0.000
C  -2.118689  4.283219  -2.418704  0.000
C  -1.822512  3.395825  -1.400169  -0.006
S  -3.756290  5.502129  -4.256014  0.000
O  -5.208249  5.525744  -4.383194  0.000
O  -3.147284  6.800475  -4.005255  0.000
O  -3.083351  4.745373  -5.314294  0.000
H  -2.898506  1.940668  1.153643  0.001
H  -1.560089  1.528630  0.284640  0.085
H  -4.970900  2.613534  -0.443449  0.000
H  -5.482905  4.171907  -2.328821  0.000
H  -1.325085  4.781426  -2.960546  0.000
H  -0.796595  3.150703  -1.154702  0.001

Atomic forces in eV per Å
0.033 -0.459 0.751
-0.010 0.008 0.024
-0.094 -0.072 0.073
0.040 0.007 0.025
0.043 0.039 -0.021
-0.022 -0.010 0.008
-0.025 -0.037 0.022
-0.003 -0.002 0.007
0.026 0.007 -0.003
-0.022 -0.032 -0.015
-0.050 -0.003 -0.015
0.020 0.040 -0.006
-0.022 -0.008 -0.065
-0.241 0.020 0.106
-0.018 0.001 -0.013
0.000 0.000 -0.017
-0.014 -0.012 -0.006
0.020 0.015 0.021
-0.054 -0.029 -0.008
-0.024 -0.056 -0.112
-0.100 -0.006 0.065
-0.018 0.036 -0.052
0.046 -0.048 0.018
0.012 0.044 0.007
-0.074 -0.014 0.017
0.021 -0.031 0.013
0.056 -0.048 -0.054
0.029 0.010 0.015
0.051 -0.086 -0.079
-0.185 -0.173 0.081
0.297 0.198 -0.094
0.154 0.163 -0.132
0.098 -0.045 0.011
0.056 0.156 -0.219
-0.059 0.096 -0.021
-0.002 0.038 -0.003
0.016 0.001 0.007
0.009 -0.008 0.006
0.009 0.010 -0.011
0.049 -0.037 -0.016
-0.045 0.004 -0.011
0.061 -0.045 0.057
-0.041 -0.021 0.037
-0.038 0.051 0.053
0.008 0.008 0.017
0.024 -0.061 0.006
-0.043 0.008 0.005
-0.168 -0.124 0.187
-0.121 0.033 -0.004
-0.010 0.023 0.003
0.157 -0.090 -0.130
0.001 -0.019 -0.039
-0.013 -0.022 0.030
-0.010 -0.016 -0.015
-0.017 0.004 -0.008
0.006 -0.020 0.014
-0.044 -0.006 -0.095
-0.020 -0.005 -0.005
-0.036 -0.023 -0.032
0.022 0.012 -0.090
0.002 0.022 -0.010
0.043 0.025 -0.125
-0.006 0.003 0.013
-0.046 -0.015 -0.035
-0.019 -0.030 -0.027
0.001 0.004 0.004
-0.002 0.001 -0.010
-0.007 0.004 0.018
0.013 0.001 -0.026
0.042 0.165 0.111
0.001 -0.013 0.018
-0.014 0.019 0.001
-0.034 -0.035 0.015
-0.003 0.011 0.007
-0.008 0.018 -0.008
0.014 -0.033 0.003
-0.010 -0.009 -0.026
0.012 -0.022 -0.028
0.016 -0.001 0.054
-0.035 0.097 0.038
0.000 -0.011 0.044
0.013 -0.010 -0.016
0.047 0.024 -0.007
-0.011 -0.223 0.077
0.080 -0.041 -0.087
0.055 0.097 -0.055
0.198 0.359 -0.315
0.002 0.023 0.011
0.043 -0.018 0.038
-0.008 0.009 0.003
-0.005 -0.003 0.014
-0.033 0.004 -0.004
-0.012 0.023 0.063
-0.002 -0.009 0.020
-0.008 -0.039 -0.017
0.054 -0.008 0.072
-0.149 -0.122 -0.151
0.056 0.103 0.011
0.055 -0.044 -0.037
0.002 0.018 -0.002
-0.020 -0.031 0.024
-0.014 -0.008 0.004
-0.010 0.041 -0.022
-0.031 -0.012 0.043
-0.044 0.005 0.020
0.002 0.064 -0.044
-0.009 -0.016 -0.004
0.006 0.016 0.007
0.005 -0.004 -0.007
0.014 -0.018 0.048
0.040 0.085 -0.006
-0.019 0.021 -0.012
-0.028 0.050 0.048
-0.019 0.024 0.013
0.038 0.044 0.003
-0.015 -0.018 -0.009
0.019 -0.004 0.013
-0.001 0.000 0.006
0.005 -0.002 -0.001
-0.029 -0.004 0.009
-0.004 0.028 -0.014
-0.013 0.003 0.015
-0.002 0.000 -0.004
0.003 -0.002 0.004
-0.003 0.001 0.003
-0.004 0.007 -0.001
0.038 0.052 -0.011
0.004 -0.004 0.012
-0.002 -0.017 -0.001
-0.006 -0.006 -0.011
0.006 0.031 0.003
-0.220 0.000 0.263
0.092 -0.084 -0.088
-0.029 -0.028 -0.004
0.021 -0.022 -0.026
0.030 -0.002 -0.012
-0.050 0.008 -0.051
0.026 -0.044 -0.060
-0.039 -0.012 0.041
0.007 0.006 -0.006
-0.001 0.016 -0.004
0.018 -0.047 -0.017
0.076 0.126 0.035
0.048 0.121 -0.131
-0.007 -0.011 -0.022
-0.003 0.002 0.007
0.036 -0.051 -0.011
0.028 -0.010 0.009


C9H12BNO3 | ωB97M-V/def2-TZVPD

Values from the calculation:
- structure (SMILES) = CCC(=O)Nc1cccc(B(O)O)c1
- ΔE to the lowest compared entry with this formula, charge and spin (kJ/mol) = 25.38
- HOMO-LUMO gap (eV) = 9.131
- largest force on an atom (eV Å⁻¹) = 3.61
- E_LUMO (eV) = 0.60
- charge = 0

Each line ends with the Löwdin charge.
CARTESIAN COORDINATES (ANGSTROEM)
C  0.374368  -1.348303  -4.081668  -0.089
C  -0.558209  -1.625591  -2.976703  -0.223
C  -0.165976  -1.260595  -1.637301  -0.461
O  1.004243  -1.287560  -1.306974  0.064
N  -1.264471  -0.884786  -0.793557  0.128
C  -1.017597  -0.332705  0.553754  -0.158
C  -1.932413  -0.067393  1.596107  -0.052
C  -1.720032  0.770484  2.647919  -0.076
C  -0.413617  1.193526  2.813559  -0.074
C  0.551564  0.846289  1.919607  -0.112
B  1.892937  1.613623  2.349958  -0.556
O  2.752742  1.022743  3.230561  0.168
O  2.155657  2.930129  1.830859  0.131
C  0.311429  0.051585  0.819797  0.024
H  1.414321  -1.615980  -3.742156  0.100
H  0.141167  -1.859131  -4.993399  0.070
H  0.383311  -0.281880  -4.251681  0.080
H  -0.798682  -2.670016  -2.844191  0.131
H  -1.521504  -1.143277  -3.203985  0.122
H  -2.229057  -1.021367  -1.135778  0.147
H  -2.912853  -0.558577  1.512079  0.111
H  -2.440018  0.867325  3.382224  0.085
H  -0.192768  1.962159  3.570668  0.126
H  3.545118  1.648725  3.170262  0.146
H  1.488364  3.349014  1.330281  0.068
H  1.151976  -0.298441  0.239758  0.099

Atomic forces in eV per Å
2.481 0.173 0.612
-2.807 -0.475 -0.927
-0.227 1.177 2.003
-0.547 -0.298 -0.257
0.863 -0.186 1.324
1.510 0.111 -0.641
-2.109 -1.492 -2.523
2.184 -1.127 -0.569
-1.285 1.844 0.882
1.882 1.009 0.806
-0.765 0.425 -1.758
1.683 2.184 -0.943
1.389 -2.408 2.080
-0.294 -0.100 0.195
-0.914 0.145 -0.572
-0.205 -0.308 -0.415
0.090 0.355 -0.308
-0.052 -0.741 -0.425
0.048 -0.202 0.055
1.121 0.204 0.406
0.192 0.402 -0.100
-1.456 0.496 1.257
-0.067 -0.591 -0.030
-1.093 -1.306 0.726
-1.207 0.256 -0.847
-0.414 0.455 -0.031


Q: Among the records above, which one has the highest ΔE to the lowest compared entry with this formula, charge and spin?
A: C9H12BNO3


Q: What is the largest force on an atom in the first record?
A: 0.88 eV Å⁻¹


Q: What is the charge in the first record?
A: -2